Record 1
{"formula": "C27H70InN4Na2O11S", "method": "wB97M-V/def2-TZVPD", "s_squared": 1.777, "charge": 4, "orbital_gap_ev": [5.71, 3.51], "max_force_ev_per_a": 4.3, "multiplicity": 2, "energy_ha": -3028.68185, "elements": ["In", "S", "Na", "Na", "O", "O", "O", "O", "O", "O", "O", "O", "O", "O", "O", "N", "N", "N", "N", "C", "C", "C", "C", "C", "C", "C", "C", "C", "C", "C", "C", "C", "C", "C", "C", "C", "C", "C", "C", "C", "C", "C", "C", "C", "C", "C", "H", "H", "H", "H", "H", "H", "H", "H", "H", "H", "H", "H", "H", "H", "H", "H", "H", "H", "H", "H", "H", "H", "H", "H", "H", "H", "H", "H", "H", "H", "H", "H", "H", "H", "H", "H", "H", "H", "H", "H", "H", "H", "H", "H", "H", "H", "H", "H", "H", "H", "H", "H", "H", "H", "H", "H", "H", "H", "H", "H", "H", "H", "H", "H", "H", "H", "H", "H", "H", "H"], "positions_angstrom": [[1.686, 2.742, -1.786], [2.048, -0.196, 0.114], [5.086, 0.207, -0.087], [3.300, -1.036, -2.722], [-3.482, 0.187, -1.513], [3.155, -1.074, -0.137], [0.034, 4.539, -0.124], [0.968, -0.548, 1.027], [2.550, 1.104, 0.450], [2.972, 3.998, 4.662], [1.541, -0.131, -1.269], [3.498, -3.561, -1.926], [0.142, -1.169, 3.339], [5.244, -2.678, 0.534], [-0.422, 1.687, -3.404], [-0.586, 1.681, -0.007], [2.635, 0.682, 3.404], [-0.583, 4.692, -2.986], [-3.946, -1.134, -1.475], [-2.597, 4.812, -4.438], [-1.656, -2.008, -2.282], [-1.062, 2.569, -4.303], [5.481, -3.804, 1.292], [4.084, 4.812, 5.051], [-4.982, -2.942, -0.180], [-1.247, 2.734, 0.788], [0.425, -3.571, 2.798], [1.558, 1.641, 5.255], [1.343, -4.076, -1.328], [3.303, 2.816, 3.920], [2.146, 1.937, 3.872], [0.904, -2.374, 3.623], [-0.105, 6.003, -0.104], [-3.469, -1.472, -4.002], [2.663, -4.638, -1.766], [0.154, 0.569, -4.060], [-4.163, -3.940, -1.101], [-4.275, -1.618, -0.076], [-3.251, -1.933, -2.537], [6.284, -4.734, 0.468], [-3.006, -1.786, 0.790], [-5.187, -0.565, 0.552], [-1.683, 3.901, -3.553], [-3.811, -3.366, -2.467], [-0.471, 4.026, 1.107], [-1.783, 2.058, 2.092], [-0.054, 1.008, 0.526], [-1.057, 1.513, 2.694], [4.609, 4.249, 5.823], [-5.881, -0.905, 1.321], [-3.274, -4.177, -0.516], [-2.274, 3.614, -2.683], [0.864, -0.026, -3.486], [-2.424, 1.193, 1.922], [2.500, -5.256, -2.649], [-1.027, -1.215, -1.876], [-3.146, -4.008, -3.044], [-2.534, -0.807, 0.710], [-0.604, -3.920, 2.881], [-3.251, 5.367, -3.766], [-4.681, -3.477, -3.114], [1.205, -3.061, -1.700], [4.035, -3.507, -1.132], [-2.361, 2.748, 2.707], [0.350, 6.582, 0.700], [-2.148, 5.373, -5.258], [1.785, 0.183, 3.182], [0.454, -4.595, -1.688], [-2.014, 3.203, 0.173], [-6.026, -2.768, -0.442], [-3.249, 4.072, -4.904], [-5.107, -3.298, 0.843], [-3.396, -0.395, -4.152], [3.070, -5.251, -0.962], [1.479, 2.411, 3.153], [0.839, 0.823, 5.308], [-1.215, 4.677, 1.566], [6.555, -5.649, 0.996], [0.992, 2.470, 5.679], [-0.597, -0.064, -4.532], [0.759, -2.582, 4.683], [4.501, -4.230, 1.508], [-1.013, 5.514, -2.585], [-1.106, -2.506, -3.080], [4.712, 4.847, 4.161], [-5.843, -0.166, -0.221], [-4.295, 0.691, -1.596], [1.940, -2.192, 3.335], [-0.173, 5.139, -3.794], [3.758, 5.746, 5.510], [1.407, -3.976, -0.244], [-4.551, 0.251, 0.897], [4.178, 2.302, 4.317], [0.991, -4.478, 3.012], [-3.120, -1.888, 1.869], [-1.352, 1.107, -0.331], [-1.146, 6.305, 0.010], [-2.587, -1.812, -4.546], [6.050, -3.643, 2.208], [-4.390, -1.776, -4.499], [-1.957, 2.069, -4.672], [0.329, 6.314, -1.054], [-1.408, -2.713, -1.489], [7.193, -4.249, 0.113], [5.782, -5.130, -0.415], [4.470, -2.248, 0.904], [2.865, 0.841, 2.434], [0.234, -1.006, 2.397], [3.460, 3.110, 2.882], [0.323, 3.949, 1.851], [2.334, 1.348, 5.962], [0.637, -3.488, 1.732], [-4.699, -4.869, -1.294], [0.743, 0.907, -4.913], [-0.471, 2.927, -5.147], [-2.412, -2.567, 0.314]], "atomic_forces_ev_per_a": [[-1.710, -0.168, 0.335], [-2.040, -0.783, -2.474], [0.056, -0.421, 0.555], [-0.470, -1.048, 0.443], [-0.508, -1.483, -0.214], [3.131, -2.379, 1.795], [-0.332, 1.282, 1.434], [0.568, -0.338, -0.581], [1.658, 3.678, 1.067], [0.771, 0.174, -0.158], [-2.099, 1.405, -2.225], [1.943, 1.806, -1.027], [-0.066, -0.460, 0.820], [-0.369, 2.587, -1.007], [1.162, 0.242, 0.993], [-1.295, 0.773, 1.163], [0.103, -0.285, -1.626], [0.545, -0.087, -0.701], [2.948, 0.550, 0.112], [-0.273, -2.334, 0.302], [0.122, -0.858, 1.560], [-2.559, 2.244, 0.870], [0.153, -2.060, 0.769], [-0.539, -0.397, -0.031], [-0.163, -1.026, -0.989], [0.439, 0.816, 0.525], [0.328, -0.812, -0.455], [-0.730, 0.633, 0.599], [-0.931, 0.357, 0.503], [0.638, 1.011, 0.620], [-1.875, -1.164, 1.446], [-1.227, -0.158, -0.810], [0.084, -0.143, -0.855], [0.516, 1.313, 0.121], [-1.601, -1.276, 0.399], [0.350, -0.005, -1.739], [-0.420, 0.645, 0.915], [-1.392, -0.242, 0.917], [0.447, -1.155, -0.428], [0.674, -1.292, -0.804], [0.739, 1.131, -1.451], [0.087, 0.768, -0.800], [1.148, -0.575, -0.555], [-0.448, -0.350, -0.269], [0.515, -0.817, -0.112], [-0.271, -0.925, -0.179], [1.335, -0.215, 0.479], [0.787, 0.757, 0.085], [0.347, -0.333, 0.235], [0.534, -0.348, 0.141], [0.104, -0.310, -0.203], [-0.182, -0.569, -0.152], [-0.699, 0.274, 0.812], [-0.555, 0.274, -0.685], [0.696, 0.210, -0.267], [-0.652, 1.065, -0.659], [0.532, -0.077, 0.445], [0.768, -0.060, -0.124], [-0.199, 0.614, 0.374], [0.289, 0.473, -0.270], [-0.430, 0.635, 0.201], [0.274, 0.216, -0.216], [0.491, 0.282, 0.106], [0.201, 0.229, -0.089], [0.789, -0.767, 0.285], [0.278, 0.157, 0.430], [-0.501, -1.189, 0.938], [0.085, -0.511, 0.477], [-0.524, -0.858, -0.112], [0.005, -0.158, -0.776], [-0.424, 0.220, -0.364], [0.467, -0.330, 0.005], [-0.096, 0.250, 0.397], [-0.105, -0.472, -0.248], [-0.817, -0.008, 0.194], [0.127, -0.195, -0.747], [-0.109, 0.198, -0.188], [0.175, 0.215, 0.330], [0.255, 0.327, 0.013], [-0.251, -0.176, 0.396], [0.373, 0.186, -0.080], [0.030, -0.341, 0.514], [-0.114, 0.087, 0.834], [-0.604, 0.453, -0.658], [0.351, 0.423, 0.147], [-0.201, 0.124, -0.055], [-0.525, 0.748, 0.201], [0.263, -0.013, 0.495], [0.747, -0.016, -0.413], [-0.234, -0.074, -0.464], [-0.702, -0.055, 0.069], [-0.337, 0.126, 0.368], [0.401, 0.298, 0.218], [0.294, 0.056, 0.586], [-0.786, -0.561, -0.240], [-0.164, -0.178, -1.429], [-0.302, -0.359, -0.553], [-0.372, -0.471, -0.142], [-0.279, 0.511, 0.219], [0.076, -0.328, 0.389], [0.051, -0.166, -0.416], [-0.226, 0.260, 0.201], [-0.769, -0.469, 0.282], [0.105, -0.025, 0.138], [-0.349, 0.330, -0.174], [-0.255, 0.106, -0.109], [0.982, 0.127, -0.390], [-0.029, -0.272, 0.066], [0.603, 0.562, -0.180], [0.237, -0.353, -0.002], [0.243, 0.154, -0.101], [-0.138, 0.647, -0.187], [-0.053, 0.064, 0.361], [0.114, 0.335, -0.251], [0.461, -0.304, 0.043], [0.312, 0.193, 0.692]], "mulliken_charge": [1.267, 1.422, 0.928, 0.902, -0.092, -1.002, -0.082, -0.672, -1.060, 0.009, -0.649, -0.377, -0.608, -0.503, 0.131, 1.724, -0.575, -0.381, 0.220, -1.421, -1.959, -0.852, -0.058, -0.569, -1.370, 1.240, -0.737, -1.681, 0.200, -1.063, 2.481, -0.071, -1.105, -1.499, -0.590, -0.571, -0.660, 1.818, 1.675, -1.236, -0.871, -1.721, 0.261, -1.315, -1.459, -0.995, -0.831, 0.002, 0.367, 0.403, 0.337, 0.081, -0.237, -0.129, 0.332, 0.262, 0.431, -0.507, 0.336, 0.427, 0.525, -0.263, 0.113, 0.677, 0.351, 0.367, -0.126, 0.543, 0.272, 0.458, 0.427, 0.487, 0.246, 0.296, -1.107, 0.378, 0.539, 0.401, 0.451, 0.257, 0.424, 0.186, 0.316, 0.720, 0.347, 0.493, 0.330, 0.176, 0.286, 0.298, -0.293, 0.191, 0.589, 0.444, 0.532, -0.303, 0.407, 0.447, 0.400, 0.354, 0.215, 0.323, 0.349, 0.287, 0.301, 0.283, 0.314, 0.181, 0.423, 0.202, 0.391, -0.233, 0.463, 0.488, 0.430, 0.193]}



Record 2
{"formula": "C27H71N4PS", "method": "wB97M-V/def2-TZVPD", "smiles": "CCN(CC)CC.CCN(CC)CC.CCN(CC)CC.CCN(CC)CC.[PH4]CCCS", "orbital_gap_ev": 8.75, "max_force_ev_per_a": 0.5, "multiplicity": 1, "energy_ha": -2029.70654, "elements": ["S", "P", "N", "N", "N", "N", "C", "C", "C", "C", "C", "C", "C", "C", "C", "C", "C", "C", "C", "C", "C", "C", "C", "C", "C", "C", "C", "C", "C", "C", "C", "C", "C", "H", "H", "H", "H", "H", "H", "H", "H", "H", "H", "H", "H", "H", "H", "H", "H", "H", "H", "H", "H", "H", "H", "H", "H", "H", "H", "H", "H", "H", "H", "H", "H", "H", "H", "H", "H", "H", "H", "H", "H", "H", "H", "H", "H", "H", "H", "H", "H", "H", "H", "H", "H", "H", "H", "H", "H", "H", "H", "H", "H", "H", "H", "H", "H", "H", "H", "H", "H", "H", "H", "H"], "positions_angstrom": [[-2.285, 3.791, 0.103], [0.467, 5.874, -0.395], [-5.469, 6.514, 3.689], [2.109, -7.184, -5.785], [3.936, -2.748, 3.969], [1.058, -1.015, -0.687], [1.453, -2.039, -1.636], [3.236, -5.338, -4.414], [3.981, -8.734, -5.287], [-1.264, -1.695, 0.160], [-5.845, 7.755, 3.036], [2.827, -3.369, 3.269], [-6.181, 4.909, 1.819], [0.390, -2.597, -2.590], [3.152, -4.340, 2.125], [-5.104, 5.461, 2.761], [-2.308, 6.635, 0.197], [4.845, -1.981, 3.138], [1.935, -5.281, -7.491], [0.532, 1.382, -0.322], [2.222, -6.486, -4.516], [-1.029, 7.067, -0.502], [-7.803, 5.932, 4.563], [4.609, -3.569, 4.959], [0.231, -1.460, 0.420], [0.650, 0.232, -1.309], [4.149, -0.902, 2.324], [1.330, -6.516, -6.812], [3.333, -7.784, -6.283], [-6.300, 6.116, 4.813], [5.505, -4.713, 4.465], [-5.922, 8.934, 3.993], [-2.971, 5.393, -0.382], [1.415, 0.482, -2.050], [2.215, -3.883, 4.015], [4.083, -7.039, -6.599], [2.961, -5.457, -7.815], [2.462, -7.224, -3.747], [0.672, -2.377, 0.822], [0.097, 5.500, 0.925], [-0.283, 1.230, 0.387], [-5.880, 5.189, 5.211], [-4.988, 9.043, 4.546], [2.268, -1.621, -2.235], [3.932, -3.952, 1.468], [-6.100, 9.852, 3.433], [4.927, -5.553, 4.081], [2.881, -4.429, -4.897], [-5.709, 4.304, 1.042], [-8.218, 6.752, 3.975], [1.460, 1.506, 0.239], [-6.893, 4.268, 2.339], [-6.798, 7.683, 2.486], [-1.938, 4.051, 1.364], [5.568, -1.507, 3.808], [2.186, -2.575, 2.876], [3.477, -1.316, 1.570], [1.929, -4.408, -6.839], [-6.738, 5.707, 1.325], [-5.076, 7.962, 2.286], [-0.183, -1.805, -3.073], [4.198, -5.603, -4.857], [4.354, -8.214, -4.405], [-0.691, 8.021, -0.083], [-4.680, 4.635, 3.338], [-1.453, -2.634, -0.359], [3.269, -9.494, -4.962], [-2.120, 6.502, 1.268], [0.325, -0.728, 1.226], [3.470, -5.314, 2.495], [-0.309, -3.263, -2.085], [5.217, -2.896, 5.571], [3.573, -0.238, 2.969], [1.226, -6.116, -4.260], [1.351, -5.028, -8.378], [-6.736, 8.829, 4.712], [-1.800, -1.736, 1.110], [5.435, -2.612, 2.452], [-1.704, -0.888, -0.428], [0.324, 2.309, -0.855], [-0.298, 0.147, -1.865], [0.878, -3.176, -3.378], [4.830, -9.233, -5.755], [-4.282, 5.850, 2.149], [-4.035, 5.393, -0.146], [0.016, 5.127, -1.514], [6.189, -4.383, 3.683], [-6.171, 6.857, 5.604], [1.112, -7.262, -7.582], [1.893, -2.865, -1.068], [3.416, -5.101, -3.363], [3.845, -3.977, 5.627], [-8.028, 5.000, 4.045], [-8.335, 5.913, 5.516], [-3.044, 7.442, 0.115], [1.626, 4.983, -0.292], [-2.880, 5.401, -1.470], [0.366, -6.246, -6.373], [1.354, 6.965, -0.595], [-1.233, 7.243, -1.566], [6.111, -5.086, 5.293], [4.895, -0.306, 1.798], [2.261, -4.500, 1.514], [3.067, -8.346, -7.183]], "atomic_forces_ev_per_a": [[0.119, -0.408, -0.257], [-0.103, -0.066, 0.045], [-0.034, 0.032, -0.019], [0.042, 0.012, -0.008], [0.017, -0.002, -0.013], [-0.017, -0.036, 0.008], [0.119, -0.056, -0.046], [-0.066, 0.031, 0.055], [0.003, -0.022, -0.023], [0.023, -0.014, 0.032], [-0.023, 0.036, -0.015], [-0.170, -0.055, -0.075], [0.024, -0.021, 0.006], [0.030, -0.061, -0.014], [-0.081, -0.008, 0.054], [0.126, -0.105, -0.092], [0.006, 0.087, -0.083], [0.053, 0.020, -0.064], [-0.033, 0.003, 0.000], [0.066, 0.010, -0.012], [-0.003, 0.035, 0.108], [0.118, 0.001, -0.104], [0.024, -0.026, 0.029], [0.012, -0.015, 0.105], [-0.089, -0.049, 0.217], [-0.037, 0.047, -0.019], [0.003, 0.030, -0.034], [-0.089, 0.000, -0.057], [0.042, -0.005, -0.007], [-0.049, -0.029, 0.088], [-0.014, -0.008, 0.027], [0.019, 0.018, -0.020], [-0.242, 0.101, 0.082], [-0.002, -0.019, -0.020], [0.039, -0.022, 0.026], [-0.017, 0.002, 0.013], [0.005, -0.014, -0.002], [0.025, -0.024, -0.023], [0.044, -0.022, -0.083], [0.052, 0.096, 0.146], [-0.015, 0.004, 0.002], [-0.007, -0.015, -0.017], [-0.002, -0.016, 0.015], [-0.021, 0.030, -0.004], [-0.003, 0.027, 0.002], [0.006, 0.007, 0.002], [-0.006, 0.018, -0.029], [0.037, -0.014, -0.050], [-0.002, -0.023, 0.018], [0.004, 0.020, 0.013], [-0.006, -0.023, 0.014], [-0.018, 0.030, 0.012], [0.008, -0.012, 0.016], [-0.102, 0.208, 0.189], [0.011, -0.019, 0.013], [0.063, 0.040, -0.019], [-0.003, 0.009, -0.008], [0.025, -0.012, 0.016], [0.006, 0.015, -0.002], [-0.007, -0.016, -0.022], [0.009, 0.022, 0.008], [0.001, -0.027, 0.003], [0.005, 0.012, 0.002], [-0.012, -0.018, 0.030], [-0.017, 0.001, 0.027], [0.008, 0.029, -0.055], [-0.012, 0.011, 0.014], [-0.038, -0.056, 0.029], [0.002, 0.049, -0.039], [0.066, 0.008, -0.035], [-0.020, 0.031, 0.013], [0.012, 0.013, -0.028], [-0.021, -0.026, 0.015], [0.000, 0.021, -0.018], [-0.007, 0.002, 0.004], [-0.012, -0.006, 0.000], [0.006, -0.002, 0.006], [-0.011, 0.003, 0.011], [0.001, 0.019, 0.008], [0.006, 0.011, 0.002], [0.011, -0.016, 0.010], [0.002, -0.005, 0.003], [0.000, -0.009, 0.001], [-0.031, 0.029, 0.022], [0.013, 0.005, -0.013], [0.052, 0.042, -0.064], [0.003, 0.015, -0.001], [0.003, 0.030, -0.021], [0.033, -0.007, -0.001], [-0.016, -0.006, 0.012], [-0.007, 0.008, 0.005], [-0.009, -0.008, -0.010], [0.007, 0.025, -0.045], [0.002, -0.011, 0.006], [0.024, 0.027, 0.111], [0.017, -0.043, -0.002], [-0.057, 0.010, -0.022], [0.003, 0.008, 0.011], [0.026, 0.036, -0.095], [0.068, 0.018, 0.003], [-0.006, -0.003, 0.005], [-0.007, 0.016, -0.006], [-0.008, -0.006, 0.005], [0.000, 0.018, -0.020]], "mulliken_charge": [-0.166, 0.135, 0.126, 0.107, 0.091, 0.432, -0.506, -0.912, -1.414, -1.315, -0.109, -0.663, -1.204, -0.865, -1.004, 0.025, -0.478, -0.393, -0.948, -1.077, -0.737, -1.449, -0.940, -0.714, -0.434, -0.455, -1.211, -0.712, -0.351, -0.759, -0.967, -1.484, -0.654, 0.423, 0.331, 0.261, 0.270, 0.353, 0.027, 0.008, 0.205, 0.360, 0.332, 0.440, 0.218, 0.448, 0.228, 0.177, 0.470, 0.249, 0.223, 0.337, 0.254, 0.106, 0.482, 0.288, 0.069, 0.197, 0.249, 0.247, 0.286, 0.364, 0.286, 0.511, 0.306, 0.290, 0.336, 0.326, 0.500, 0.340, 0.238, 0.430, 0.315, 0.349, 0.401, 0.304, 0.412, 0.242, 0.260, 0.370, 0.274, 0.193, 0.430, -0.260, 0.298, 0.023, 0.277, 0.420, 0.404, 0.090, 0.329, 0.358, 0.262, 0.372, 0.363, 0.032, 0.468, 0.353, 0.026, 0.446, 0.395, 0.459, 0.421, 0.462]}